[1]
Molecular formula: C8H11O6
Method: DFT, wB97M-V/def2-TZVPD

```
25
Properties=species:S:1:pos:R:3:forces:R:3
C 1.2935 -2.8492 -0.2857 0.585 0.109 -0.459
C 0.8346 -1.4028 -0.4194 -1.978 -0.310 0.512
C -0.6235 -1.2950 -0.9904 1.304 -0.420 0.189
C -1.2654 -0.1340 -0.9265 -0.525 -0.034 -0.407
C -0.7921 1.0983 -0.1262 2.113 -1.163 -2.031
C 0.7839 0.7779 0.3574 -2.597 -1.080 -0.608
C 0.8153 -0.6212 0.9495 0.439 -0.571 -0.975
O -0.1506 -0.9797 1.9097 0.756 0.089 -0.756
O 1.7046 0.7766 -0.6971 -0.483 -1.487 -0.344
O 1.7555 -0.7152 -1.2322 -0.218 1.885 1.153
C -0.7638 2.3899 -0.9573 -0.172 -1.023 0.065
O -1.7838 1.0101 0.8161 1.811 1.602 2.683
O -0.9534 2.1135 2.1753 -3.033 1.777 -1.840
O -1.5201 3.2213 2.0497 1.530 -2.286 0.746
H 0.6346 -3.3856 0.3877 -0.185 -0.013 0.121
H 1.2848 -3.3620 -1.2688 0.022 0.304 0.509
H 2.3174 -2.8794 0.1243 -0.395 -0.004 -0.202
H -1.0429 -2.2256 -1.4260 0.141 0.934 0.083
H -2.2747 -0.0296 -1.3341 0.279 -0.054 0.054
H 1.0390 1.5124 1.0698 0.725 1.019 0.567
H 1.7691 -0.7803 1.3844 1.158 -0.145 0.510
H -0.7594 -0.2452 1.8998 -1.026 0.029 0.135
H -0.0871 2.2611 -1.8181 -0.211 0.122 0.468
H -1.7779 2.5392 -1.3206 -0.040 0.385 -0.055
H -0.4378 3.2044 -0.3213 0.000 0.339 -0.119
```
Forces are in eV/Å.

Summary:
Multiplicity ... 2
Kohn-Sham gap (alpha / beta) ... 7.0 / 7.2 eV
HOMO energy (alpha / beta) ... -0.360 / -0.359 Eh
⟨S²⟩ ... 0.7671
Energy above the lowest of the compared OMol25 structures with the same formula, charge and spin ... 92.66 kJ/mol
LUMO energy (alpha / beta) ... -2.83 / -2.59 eV
E_tot ... -20748.4453 eV



[2]
Molecular formula: C8H11P
Method: DFT, wB97M-V/def2-TZVPD

```
20
Properties=species:S:1:pos:R:3:forces:R:3
C -0.3938 1.9998 0.2878 -2.283 -0.011 0.166
C -1.6681 1.7445 -0.2878 -0.935 1.479 0.191
C 0.6766 1.2230 -0.0565 0.555 -0.202 -0.503
C -1.8080 0.6948 -1.2017 -0.536 -0.402 0.946
C 0.5943 0.1812 -0.9889 -1.514 -0.284 -0.430
C -0.7002 -0.1123 -1.4532 -0.499 1.529 -0.218
C 1.6893 -0.6394 -1.5788 2.865 0.560 0.695
C 0.1019 -1.6065 2.7422 -0.466 -1.552 0.276
P 0.2047 -2.7919 1.3947 0.157 -1.020 -0.993
H -0.2515 2.7458 1.0896 -0.278 -0.251 -0.762
H -2.5519 2.4526 -0.0854 1.484 -1.281 -0.130
H 1.5609 1.5917 0.4117 1.116 -0.530 -0.026
H -2.7839 0.3246 -1.6536 1.227 1.098 0.698
H 2.6803 -0.5088 -0.9542 -1.813 -0.349 -1.287
H 1.4345 -1.6924 -1.5962 -0.051 -0.188 0.189
H 1.9283 -0.3741 -2.6436 -0.265 0.068 0.973
H 0.8151 -1.9811 3.5075 -0.588 0.668 -0.103
H -0.9830 -1.7407 3.0469 1.329 1.099 0.095
H 0.4500 -0.7171 2.2322 -0.451 0.841 0.672
H -0.9954 -0.7938 -2.2127 0.946 -1.273 -0.449
```
Forces are in eV/Å.

Summary:
Multiplicity ... 3
Kohn-Sham gap (alpha / beta) ... 9.1 / 8.7 eV
HOMO energy (alpha / beta) ... -0.295 / -0.330 Eh
⟨S²⟩ ... 2.0040
Energy above the lowest of the compared OMol25 structures with the same formula, charge and spin ... 3.34 kJ/mol
LUMO energy (alpha / beta) ... 1.05 / -0.32 eV
E_tot ... -17759.9800 eV



[3]
Molecular formula: C8H11PS2
Method: DFT, wB97M-V/def2-TZVPD

```
22
Properties=species:S:1:pos:R:3:forces:R:3
C -1.0083 -0.0525 -2.5293 -1.768 0.541 -0.995
C -2.1133 0.3020 -1.8431 0.402 -0.110 0.564
C 0.2973 -0.0478 -1.9852 2.356 0.705 -2.107
C -2.1065 0.5316 -0.4269 1.234 -1.083 0.048
C 0.7099 0.1377 -0.7467 -4.474 0.450 2.803
C -1.0682 0.2997 0.3797 3.939 0.698 -1.495
C 2.3680 -1.4111 0.0988 2.601 0.658 1.374
C 1.9724 0.0522 -0.0051 1.195 0.449 0.204
P -0.7216 0.6617 2.1387 0.105 -2.554 -0.648
S 0.2580 2.2468 2.5185 0.150 0.712 0.230
S -2.5343 0.2838 3.3047 0.097 -0.719 -2.102
H -1.1438 -0.2100 -3.6177 0.400 0.022 0.799
H -3.0851 0.4340 -2.2723 -0.180 -0.186 -0.673
H 1.0809 0.0427 -2.8155 -0.652 -0.624 1.287
H -3.0360 0.6957 0.0101 -1.642 0.646 0.813
H 3.0694 -1.5061 0.9966 -1.799 -0.381 -0.435
H 3.0103 -1.8798 -0.5943 0.583 0.127 -1.837
H 1.4464 -1.8892 -0.0039 -1.196 -1.689 1.066
H 2.7924 0.7379 -0.3651 -0.944 -0.578 0.162
H 1.8179 0.2514 1.0585 -0.197 0.900 -0.391
H 0.0829 -0.5723 2.3505 -0.907 1.174 0.154
H -2.0886 0.8917 4.3490 0.699 0.844 1.180
```
Forces are in eV/Å.

Summary:
Multiplicity ... 1
Kohn-Sham gap ... 8.6 eV
HOMO energy ... -0.320 Eh
Energy above the lowest of the compared OMol25 structures with the same formula, charge and spin ... 289.72 kJ/mol
LUMO energy ... -0.08 eV
E_tot ... -39430.0831 eV



[4]
Molecular formula: C8H12
Method: DFT, wB97M-V/def2-TZVPD

```
20
Properties=species:S:1:pos:R:3:forces:R:3
C 1.1824 -1.6300 1.6872 2.710 -0.080 0.779
C 0.9350 -0.9336 0.6256 0.157 -0.828 0.645
C -3.0188 -0.2012 0.6677 0.226 1.395 -0.638
C -2.7543 0.4695 -0.3002 -0.568 -1.411 0.477
C 0.9715 1.8480 0.6952 -3.193 -1.341 -0.390
C 0.2935 -1.2767 -1.6223 -1.229 1.649 -0.643
C 0.6363 1.1453 -0.6307 -1.789 -0.099 -1.791
C 0.4963 -0.3765 -0.4410 0.829 1.402 -1.274
H 2.2341 -2.0278 1.9822 -2.034 0.726 -0.644
H -3.3113 -0.5078 1.6278 -0.026 -0.521 0.536
H 0.4464 -1.5013 2.4325 -0.762 -0.717 1.070
H -2.6720 0.7376 -1.3152 0.272 0.524 -0.365
H 0.0334 1.5992 1.3684 1.729 1.128 -1.091
H 1.0954 2.8995 0.4433 0.344 -0.001 0.890
H 1.7417 1.2612 1.1573 0.977 0.592 0.274
H 1.2103 -1.2104 -2.1716 0.469 -0.264 -0.679
H -0.5324 -0.9213 -2.2685 0.359 -0.077 0.179
H 0.0730 -2.2721 -1.3519 -0.053 -1.132 0.393
H -0.3975 1.5031 -1.0997 1.916 -0.494 1.200
H 1.3370 1.3953 -1.4861 -0.334 -0.450 1.075
```
Forces are in eV/Å.

Summary:
Structure (SMILES) ... C=C=C(C)CC.C#C
Multiplicity ... 1
Kohn-Sham gap ... 9.9 eV
HOMO energy ... -0.326 Eh
Energy above the lowest of the compared OMol25 structures with the same formula, charge and spin ... 383.90 kJ/mol
LUMO energy ... 1.05 eV
E_tot ... -8485.6035 eV



[5]
Molecular formula: C8H12
Method: DFT, wB97M-V/def2-TZVPD

```
20
Properties=species:S:1:pos:R:3:forces:R:3
C -0.5907 -0.8020 -2.5318 1.555 0.649 0.690
C 0.4066 -0.6581 -1.4064 1.769 2.551 1.405
C 1.7360 -0.4598 -1.5506 -1.048 -0.934 -0.150
C 0.4042 0.6837 0.7382 2.541 3.363 2.050
C -0.1614 -0.2190 -0.0235 0.900 -2.890 -3.053
C -1.2444 -1.1290 0.4074 0.918 -1.673 -0.332
C 0.3817 2.1058 2.8924 -1.286 -3.217 -4.003
C -0.1307 1.1079 2.0742 2.386 2.214 -1.422
H -0.5773 -1.7869 -2.9227 0.088 -0.973 -0.635
H -0.2983 -0.0628 -3.3081 -0.860 -0.458 0.414
H -1.5148 -0.6926 -2.0160 -1.152 0.677 -0.736
H 2.3425 -0.3356 -0.6531 0.017 0.146 -0.480
H 2.2079 -0.4956 -2.5298 0.117 -0.169 0.188
H 1.4485 1.2041 0.5405 -2.400 -1.075 -0.289
H -2.0075 -1.2480 -0.3778 -0.023 -0.056 0.914
H -0.8097 -2.1587 0.7133 -0.568 1.461 -0.916
H -1.5177 -0.7133 1.3137 -1.935 0.227 1.599
H 0.9851 2.9240 2.6427 1.533 0.361 -0.537
H 0.0404 2.0180 3.8261 -1.668 0.604 3.609
H -1.1004 0.7178 2.1712 -0.885 -0.810 1.684
```
Forces are in eV/Å.

Summary:
Structure (SMILES) ... C=C/C=C(\C)C(=C)C
Multiplicity ... 1
Kohn-Sham gap ... 8.7 eV
HOMO energy ... -0.299 Eh
Energy above the lowest of the compared OMol25 structures with the same formula, charge and spin ... 254.17 kJ/mol
LUMO energy ... 0.58 eV
E_tot ... -8486.9481 eV



[6]
Molecular formula: C8H12
Method: DFT, wB97M-V/def2-TZVPD

```
20
Properties=species:S:1:pos:R:3:forces:R:3
C -1.5983 0.7086 -1.6386 -0.175 0.783 -0.497
C -1.3228 -0.1221 -0.4146 0.900 -0.212 -1.817
C -1.9559 -1.2893 -0.2778 -1.130 0.811 1.452
C 0.7904 -0.9449 0.3636 -1.378 -0.277 0.365
C -0.0809 0.1254 0.3331 1.254 -0.191 -0.989
C 0.4160 1.5112 0.3978 -0.509 0.198 0.225
C 1.6910 1.8746 0.2896 0.230 -0.051 -0.142
C 1.5683 -1.4473 1.5266 1.081 0.736 -0.345
H -0.7594 0.6352 -2.3396 0.182 -0.034 0.250
H -1.7124 1.7788 -1.4519 -0.014 -0.035 0.172
H -2.4568 0.4023 -2.2380 -0.202 -0.199 0.407
H -1.7860 -1.8825 0.6113 0.181 -0.274 -0.184
H -2.9392 -1.3680 -0.7285 0.245 -0.561 -0.493
H 0.7293 -1.5733 -0.5223 -0.527 -0.747 0.513
H -0.3168 2.2951 0.2295 -0.130 0.000 0.559
H 2.4884 1.1457 0.2090 0.001 -0.020 0.152
H 1.9695 2.9119 0.1612 -0.047 0.037 0.164
H 1.8618 -0.6042 2.1569 0.149 -0.227 0.176
H 2.4376 -2.0226 1.1984 0.150 0.178 0.158
H 0.9762 -2.1348 2.1343 -0.262 0.086 -0.126
```
Forces are in eV/Å.

Summary:
Structure (SMILES) ... C=C/C(=C\C)C(=C)C
Multiplicity ... 1
Kohn-Sham gap ... 8.0 eV
HOMO energy ... -0.285 Eh
Energy above the lowest of the compared OMol25 structures with the same formula, charge and spin ... 215.89 kJ/mol
LUMO energy ... 0.22 eV
E_tot ... -8487.3449 eV